No. 1
Formula: C2H7ClN3
Source: the Open Molecules 2025 dataset
Level of theory: ωB97M-V with the def2-TZVPD basis set

The geometry in XYZ format:
```
13
C2H7ClN3, DFT ωB97M-V with the def2-TZVPD basis set
N -1.538 -0.467 -0.136
C -0.115 0.010 -0.584
N 0.978 -0.901 -0.387
N 1.376 -0.199 0.832
C 0.516 0.972 0.434
Cl 1.186 2.523 -0.164
H -2.160 0.114 -0.646
H -1.567 -0.248 0.917
H -1.447 -1.487 -0.469
H -0.231 0.251 -1.626
H 0.894 -1.867 -0.216
H 2.263 0.165 0.787
H -0.156 1.135 1.258
```

Properties
lowest unoccupied orbital energy	-4.15	eV
SMILES	[NH3+][C@@H]1NN[C@H]1Cl
spin multiplicity	1
orbital gap	9.57	eV
energy above the lowest of the compared OMol25 structures with the same formula, charge and spin	337.9	kJ/mol
total charge	+1

=====

No. 2
Formula: C4H10OS2
Source: the Open Molecules 2025 dataset
Level of theory: ωB97M-V with the def2-TZVPD basis set

The geometry in XYZ format:
```
17
C4H10OS2, DFT ωB97M-V with the def2-TZVPD basis set
C 2.350 -0.193 -0.408
C 2.652 -1.202 0.500
O 5.131 1.069 0.176
C 2.992 0.110 -1.597
S -1.326 0.061 0.393
S -3.326 -0.498 0.522
C -3.994 0.873 -0.439
H 3.797 -0.512 -1.978
H 1.484 0.423 -0.171
H 2.123 -1.324 1.431
H 3.503 -1.810 0.255
H 4.358 0.817 -0.354
H 5.428 0.280 0.648
H 2.416 0.727 -2.277
H -3.750 0.876 -1.499
H -3.652 1.770 0.065
H -5.104 0.926 -0.440
```

Properties
lowest unoccupied orbital energy	-3.66	eV
spin multiplicity	1
orbital gap	2.94	eV
energy above the lowest of the compared OMol25 structures with the same formula, charge and spin	536.9	kJ/mol
total charge	0

=====

No. 3
Formula: C5H14N3
Source: the Open Molecules 2025 dataset
Level of theory: ωB97M-V with the def2-TZVPD basis set

The geometry in XYZ format:
```
22
C5H14N3, DFT ωB97M-V with the def2-TZVPD basis set
N -0.212 -1.449 -0.118
C -1.380 -0.589 0.108
C -2.506 -0.103 2.295
C -2.144 -0.983 1.364
H -0.251 -1.863 -1.040
H -0.243 -2.251 0.502
H -2.073 -0.613 -0.743
H -1.071 0.453 0.220
H -2.969 -0.376 3.233
H -2.205 0.939 2.268
H -2.443 -2.021 1.501
C 1.618 1.021 -2.546
N 1.467 1.358 -1.142
C 1.936 0.545 -0.152
N 1.646 0.583 1.202
H 1.471 1.918 -3.145
H 0.870 0.275 -2.836
H 2.607 0.591 -2.716
H 0.877 2.138 -0.918
H 2.596 -0.278 -0.396
H 0.764 1.040 1.428
H 1.646 -0.335 1.631
```

Properties
lowest unoccupied orbital energy (spin up / spin down)	1.01 / 0.97	eV
spin multiplicity	2
<S²>	0.75
orbital gap (spin up / spin down)	5.17 / 9.63	eV
energy above the lowest of the compared OMol25 structures with the same formula, charge and spin	85.8	kJ/mol
total charge	0

=====

No. 4
Formula: C29H20Co2NO6
Source: the Open Molecules 2025 dataset
Level of theory: ωB97M-V with the def2-TZVPD basis set

The geometry in XYZ format:
```
58
C29H20Co2NO6, DFT ωB97M-V with the def2-TZVPD basis set
O 0.211 -1.205 0.011
C 0.869 -1.327 0.956
Co 1.779 -1.568 2.455
C 3.389 -0.937 2.060
O 4.476 -0.613 1.855
C 1.064 -0.312 3.452
O 0.492 0.420 4.149
C 2.051 -3.194 3.570
C 0.723 -3.209 3.144
C -0.567 -2.860 3.438
C -1.750 -3.058 2.624
C -2.900 -2.276 2.931
C -4.077 -2.425 2.210
C -4.162 -3.370 1.180
C -3.049 -4.161 0.885
C -1.851 -4.017 1.590
Co 2.091 -4.485 2.231
C 1.973 -6.053 3.077
O 1.755 -7.000 3.704
C 3.835 -4.302 1.881
O 4.962 -4.139 1.664
C 1.477 -4.784 0.573
O 1.000 -4.921 -0.474
H 2.440 -3.297 4.585
H -0.733 -2.298 4.363
H -2.844 -1.567 3.766
H -4.940 -1.804 2.449
H -5.085 -3.483 0.613
H -3.115 -4.916 0.105
H -1.009 -4.695 1.412
C -1.358 5.174 -3.276
N -0.556 4.065 -2.778
C 0.185 4.307 -1.630
C 0.983 3.293 -1.070
C 1.046 1.938 -1.689
H 0.740 1.173 -0.942
C 0.225 1.781 -2.924
C -0.548 2.842 -3.436
C -1.294 2.610 -4.617
C -1.263 1.371 -5.249
C -0.486 0.328 -4.729
C 0.246 0.545 -3.567
C 1.736 3.542 0.078
C 1.707 4.794 0.687
C 0.907 5.810 0.142
C 0.156 5.570 -1.002
H -1.911 4.882 -4.169
H -2.088 5.492 -2.513
H -0.713 6.030 -3.536
H 2.101 1.706 -1.928
H -1.911 3.388 -5.061
H -1.850 1.222 -6.155
H -0.459 -0.639 -5.227
H 0.850 -0.253 -3.137
H 2.349 2.738 0.488
H 2.296 4.984 1.581
H 0.868 6.793 0.612
H -0.461 6.369 -1.413
```

Properties
lowest unoccupied orbital energy	2.20	eV
spin multiplicity	1
orbital gap	5.46	eV
energy above the lowest of the compared OMol25 structures with the same formula, charge and spin	36.6	kJ/mol
total charge	-1

=====

No. 5
Formula: C4H8N2O
Source: the Open Molecules 2025 dataset
Level of theory: ωB97M-V with the def2-TZVPD basis set

The geometry in XYZ format:
```
15
C4H8N2O, DFT ωB97M-V with the def2-TZVPD basis set
C -1.883 0.480 0.724
N -0.526 -0.032 0.810
C 0.162 -0.111 -0.459
C -0.416 -1.168 -1.316
N -0.837 -1.995 -2.006
C 1.644 -0.415 -0.191
O 2.208 0.591 0.626
H -2.500 -0.242 0.176
H -2.294 0.574 1.733
H -1.968 1.460 0.219
H 0.055 0.537 1.419
H 0.100 0.829 -1.045
H 2.181 -0.529 -1.141
H 1.709 -1.352 0.370
H 2.366 1.374 0.081
```

Properties
lowest unoccupied orbital energy	0.54	eV
SMILES	CN[C@H](C#N)CO
spin multiplicity	1
orbital gap	10.16	eV
energy above the lowest of the compared OMol25 structures with the same formula, charge and spin	177.0	kJ/mol
total charge	0

=====

No. 6
Formula: C5H11ClO7P2
Source: the Open Molecules 2025 dataset
Level of theory: ωB97M-V with the def2-TZVPD basis set

The geometry in XYZ format:
```
26
C5H11ClO7P2, DFT ωB97M-V with the def2-TZVPD basis set
C 2.748 -0.701 -0.923
C 3.252 -0.131 0.437
C 2.213 0.860 0.979
O 2.088 1.039 2.127
O 1.460 1.518 0.031
C 0.070 1.306 0.330
C -0.774 1.212 -0.950
O -2.162 1.562 -0.746
P -3.069 0.425 -0.044
O -4.366 1.017 0.189
O -2.478 -0.020 1.391
O -3.282 -0.889 -1.011
P -2.492 -2.322 -0.602
O -0.973 -1.858 -0.129
Cl -3.335 -3.047 1.166
H 1.656 -0.790 -0.889
H 3.207 -1.665 -1.158
H 2.959 0.054 -1.688
H 4.195 0.423 0.343
H 3.426 -0.952 1.136
H -0.014 0.333 0.834
H -0.355 2.036 1.031
H -0.349 1.941 -1.654
H -0.707 0.239 -1.450
H -2.554 0.783 1.934
H -0.364 -2.372 -0.683
```

Properties
lowest unoccupied orbital energy	0.13	eV
spin multiplicity	1
orbital gap	10.26	eV
energy above the lowest of the compared OMol25 structures with the same formula, charge and spin	109.6	kJ/mol
total charge	0

=====

No. 7
Formula: C26H41MoN2S
Source: the Open Molecules 2025 dataset
Level of theory: ωB97M-V with the def2-TZVPD basis set

The geometry in XYZ format:
```
71
C26H41MoN2S, DFT ωB97M-V with the def2-TZVPD basis set
C -0.820 0.578 -2.084
C -1.327 -0.733 -1.757
C -0.242 -1.663 -1.831
C 0.956 -0.937 -2.135
C 0.597 0.454 -2.307
Mo 0.184 0.088 -0.107
C 2.074 0.275 1.753
C 1.197 1.337 1.527
H 0.562 1.642 2.372
C 1.131 2.062 0.270
H 2.042 2.111 -0.335
H 0.541 2.992 0.306
C 2.038 -0.433 3.069
H 1.080 -0.319 3.588
H 2.204 -1.509 2.953
H 2.824 -0.063 3.738
C 3.226 0.025 0.854
H 3.135 0.518 -0.123
H 4.167 0.363 1.312
H 3.332 -1.051 0.654
C -2.756 -1.094 -1.551
H -3.338 -0.279 -1.104
H -3.227 -1.339 -2.515
H -2.854 -1.975 -0.903
C -0.386 -3.140 -1.735
H -1.104 -3.422 -0.955
H -0.740 -3.573 -2.680
H 0.568 -3.618 -1.492
C 2.310 -1.514 -2.352
H 2.503 -2.365 -1.687
H 2.412 -1.876 -3.384
H 3.095 -0.769 -2.177
C 1.494 1.524 -2.833
H 2.509 1.422 -2.430
H 1.566 1.450 -3.927
H 1.117 2.521 -2.585
C -1.648 1.795 -2.348
H -1.069 2.714 -2.184
H -2.020 1.797 -3.382
H -2.535 1.838 -1.705
C 0.062 -1.958 1.148
C -0.914 -2.150 2.124
C 1.018 -2.933 0.938
C -0.958 -3.375 2.833
H -1.622 -1.351 2.317
C 0.983 -4.161 1.617
H 1.820 -2.768 0.204
C -0.026 -4.380 2.574
H -1.737 -3.545 3.585
H 1.715 -4.931 1.380
H -0.062 -5.331 3.090
C -4.075 1.874 0.841
N -3.303 3.122 0.868
C -4.047 4.341 1.081
C -1.954 3.078 0.868
S -1.484 1.263 0.753
N -1.199 4.213 1.095
C -1.296 5.450 0.290
C -0.462 4.403 2.361
H -4.635 1.742 1.770
H -3.388 1.019 0.793
H -4.696 1.818 -0.053
H -3.729 4.874 1.976
H -3.970 5.030 0.241
H -5.079 4.064 1.190
H -1.784 6.289 0.810
H -0.288 5.805 0.053
H -1.810 5.276 -0.656
H -1.063 4.137 3.248
H 0.438 3.774 2.344
H -0.158 5.457 2.448
```

Properties
lowest unoccupied orbital energy (spin up / spin down)	-11.48 / -12.59	eV
spin multiplicity	1
orbital gap (spin up / spin down)	5.89 / 4.72	eV
energy above the lowest of the compared OMol25 structures with the same formula, charge and spin	0.0	kJ/mol
total charge	+3

=====

No. 8
Formula: C45H63CrI2N2P2Se2Si
Source: the Open Molecules 2025 dataset
Level of theory: ωB97M-V with the def2-TZVPD basis set

The geometry in XYZ format:
```
118
C45H63CrI2N2P2Se2Si, DFT ωB97M-V with the def2-TZVPD basis set
Cr -0.324 -1.335 0.549
C -0.513 -0.713 4.074
Si -0.602 0.029 2.327
C -2.333 0.878 2.167
C -3.316 0.550 3.095
C -4.657 0.745 2.808
C -5.033 1.216 1.561
C -4.071 1.609 0.646
C -2.721 1.488 0.959
P -1.360 2.091 -0.105
C -2.068 2.067 -1.856
C -3.130 3.020 -2.426
C -2.588 4.376 -2.875
C -1.419 4.219 -3.836
C -0.333 3.379 -3.179
C -0.884 2.003 -2.829
C -1.299 3.876 0.461
C -0.438 4.017 1.719
C -0.645 5.383 2.389
C -1.073 6.427 1.365
C -2.445 6.061 0.785
C -2.646 4.540 0.725
C 0.999 1.064 2.154
C 1.346 1.836 3.245
C 2.497 2.603 3.227
C 3.283 2.636 2.085
C 2.981 1.837 0.995
C 1.858 1.016 1.040
P 1.513 -0.418 -0.030
C 2.159 -0.450 -1.774
C 1.097 -1.163 -2.628
C 1.642 -1.488 -4.018
C 2.759 -0.514 -4.412
C 2.458 0.885 -3.879
C 2.570 0.905 -2.352
C 2.765 -1.599 0.691
C 4.221 -1.212 0.385
C 5.029 -0.932 1.645
C 5.032 -2.145 2.573
C 3.636 -2.769 2.699
C 2.567 -1.823 2.183
H -0.816 0.066 4.766
H 0.504 -1.009 4.325
H -1.175 -1.569 4.211
H -3.030 0.113 4.042
H -5.403 0.479 3.544
H -6.075 1.271 1.289
H -4.377 1.958 -0.327
H -2.516 1.050 -1.837
H -3.953 3.184 -1.732
H -3.551 2.498 -3.292
H -2.266 4.964 -2.013
H -3.397 4.921 -3.364
H -1.022 5.200 -4.106
H -1.754 3.727 -4.751
H 0.025 3.874 -2.269
H 0.523 3.280 -3.851
H -0.091 1.407 -2.360
H -1.209 1.492 -3.741
H -0.800 4.386 -0.371
H 0.616 3.884 1.456
H -0.705 3.233 2.437
H 0.276 5.692 2.888
H -1.423 5.307 3.152
H -0.325 6.481 0.570
H -1.116 7.412 1.833
H -2.538 6.484 -0.217
H -3.237 6.495 1.397
H -3.380 4.296 -0.041
H -3.039 4.175 1.678
H 0.703 1.831 4.114
H 2.765 3.189 4.094
H 4.155 3.275 2.049
H 3.613 1.866 0.119
H 3.028 -1.127 -1.761
H 0.185 -0.546 -2.719
H 0.811 -2.117 -2.123
H 0.823 -1.421 -4.738
H 2.017 -2.515 -4.043
H 2.846 -0.483 -5.498
H 3.723 -0.849 -4.017
H 1.453 1.170 -4.191
H 3.152 1.616 -4.297
H 1.959 1.707 -1.925
H 3.607 1.102 -2.063
H 2.534 -2.564 0.171
H 4.257 -0.324 -0.253
H 4.696 -2.029 -0.168
H 4.624 -0.053 2.158
H 6.053 -0.688 1.352
H 5.399 -1.839 3.554
H 5.726 -2.894 2.185
H 3.418 -3.030 3.738
H 3.584 -3.697 2.117
H 2.597 -0.876 2.735
H 1.588 -2.275 2.409
Se -1.816 -1.501 -0.705
I -3.516 -1.574 -2.185
I -5.483 -1.645 -3.901
C 0.976 -5.592 -1.184
N -0.343 -5.805 -0.668
C -1.259 -4.819 -0.510
Se -0.313 -3.351 1.082
N -2.380 -5.394 -0.015
C -2.199 -6.746 0.134
C -3.009 -7.757 0.629
C -2.456 -9.022 0.711
C -1.145 -9.281 0.304
C -0.336 -8.285 -0.208
C -0.879 -7.012 -0.286
H 1.129 -4.515 -1.307
H 1.105 -6.066 -2.159
H 1.731 -5.978 -0.492
H -3.238 -4.883 0.151
H -4.019 -7.559 0.951
H -3.052 -9.828 1.110
H -0.754 -10.282 0.393
H 0.681 -8.483 -0.510
```

Properties
lowest unoccupied orbital energy (spin up / spin down)	-1.03 / -1.45	eV
spin multiplicity	4
<S²>	3.87
orbital gap (spin up / spin down)	5.54 / 5.80	eV
energy above the lowest of the compared OMol25 structures with the same formula, charge and spin	729.6	kJ/mol
total charge	0